i:
The following is a quantum chemistry calculation of an isolated ion of composition HO3S3 and charge -1, from the OMol25 dataset.

Geometry as XYZ:
```
7
HO3S3 (ωB97M-V/def2-TZVPD)
O 3.800 -0.897 0.660
S 2.803 -0.918 -0.423
O 1.900 -2.089 -0.387
S 1.312 0.815 0.550
O -0.217 1.286 -0.107
S 2.373 2.320 0.091
H -0.502 0.430 -0.401
```

Calculated values
SMILES string = O=S([O-])#S(O)=S
net charge = -1
HOMO = -3.21 eV
frontier orbital gap = 0.2486 Ha

natural (NBO) population analysis, charges in e, atoms 1 to 4: atom 1 (O): -0.94, atom 2 (S): 1.51, atom 3 (O): -0.98, atom 4 (S): 0.39



ii:
The following is a quantum chemistry calculation of an isolated ion of composition HO3S3 and charge -1, from the OMol25 dataset.

Geometry as XYZ:
```
7
HO3S3 (ωB97M-V/def2-TZVPD)
O -0.582 1.405 -1.054
S -0.767 0.050 -0.587
O -1.352 -0.104 0.726
S -2.151 -0.941 -1.923
O 1.094 -0.411 -0.148
S 2.159 0.261 0.930
H 1.598 -0.260 2.056
```

Calculated values
SMILES string = O=S(=O)([S-])OS
net charge = -1
HOMO = -4.75 eV
frontier orbital gap = 0.2660 Ha

natural (NBO) population analysis, charges in e, atoms 1 to 4: atom 1 (O): -0.93, atom 2 (S): 2.00, atom 3 (O): -0.94, atom 4 (S): -0.55



iii:
The following is a quantum chemistry calculation of a 2-piece molecular cluster, HO3S3 overall, from the OMol25 dataset.

Geometry as XYZ:
```
7
HO3S3 (ωB97M-V/def2-TZVPD)
O 1.877 -0.944 0.616
O 3.223 0.992 1.109
O 2.491 0.663 -1.222
S -1.898 0.928 -0.514
S -0.598 2.264 0.177
S 2.271 0.394 0.188
H -1.964 -0.039 0.575
```

Calculated values
net charge = -1
HOMO (spin up / spin down) = -3.34 / -4.50 eV
frontier orbital gap (spin up / spin down) = 0.1916 / 0.2821 Ha

natural (NBO) population analysis, charges in e, atoms 1 to 4: atom 1 (O): -0.93, atom 2 (O): -0.94, atom 3 (O): -0.92, atom 4 (S): -0.16



Which structure is the most stable? The one labeled i.



i:
The following is a quantum chemistry calculation of one molecule with the formula C3H5PS, from the OMol25 dataset.

Geometry as XYZ:
```
10
C3H5PS (ωB97M-V/def2-TZVPD)
C -0.486 1.476 -0.738
P -1.125 0.663 0.562
C 0.228 -0.634 0.894
C 0.377 -1.616 -0.192
S 1.783 -2.004 -0.896
H -1.013 2.316 -1.154
H 0.442 1.206 -1.221
H -0.107 -1.150 1.801
H 1.177 -0.133 1.097
H -0.528 -2.133 -0.511
```

Calculated values
SMILES string = C=PCC=S
net charge = 0
HOMO = -8.74 eV
frontier orbital gap = 0.3118 Ha

natural (NBO) population analysis, charges in e, atoms 1 to 4: atom 1 (C): -0.81, atom 2 (P): 0.68, atom 3 (C): -0.79, atom 4 (C): -0.25



ii:
The following is a quantum chemistry calculation of one molecule with the formula C3H5PS, from the OMol25 dataset.

Geometry as XYZ:
```
10
C3H5PS (ωB97M-V/def2-TZVPD)
C 2.147 -0.612 0.204
C -0.318 0.238 -0.039
C -1.803 0.364 -0.163
P 0.681 1.618 0.107
S 0.487 -1.290 -0.082
H 2.825 -0.763 -0.616
H 2.506 -0.768 1.209
H -2.087 0.400 -1.216
H -2.310 -0.481 0.296
H -2.127 1.294 0.301
```

Calculated values
net charge = 0
HOMO (spin up / spin down) = -8.12 / -8.12 eV
frontier orbital gap (spin up / spin down) = 0.2684 / 0.2679 Ha

natural (NBO) population analysis, charges in e, atoms 1 to 4: atom 1 (C): -0.66, atom 2 (C): -0.56, atom 3 (C): -0.68, atom 4 (P): 0.48



Which structure is the most stable? The one labeled i.



i:
The following is a quantum chemistry calculation of one molecule with the formula C3H5PS, from the OMol25 dataset.

Geometry as XYZ:
```
10
C3H5PS (ωB97M-V/def2-TZVPD)
C 1.540 1.430 0.285
C -0.919 0.035 0.498
C -0.449 -0.901 -0.603
P -0.009 1.718 0.479
S 1.226 -1.576 -0.387
H 2.445 1.583 -0.240
H -1.929 0.246 0.634
H -0.514 -0.201 1.441
H -1.035 -1.730 -0.525
H -0.356 -0.603 -1.583
```

Calculated values
net charge = 0
HOMO (spin up / spin down) = -8.90 / -8.26 eV
frontier orbital gap (spin up / spin down) = 0.2952 / 0.2459 Ha

natural (NBO) population analysis, charges in e, atoms 1 to 4: atom 1 (C): -0.63, atom 2 (C): -0.64, atom 3 (C): -0.56, atom 4 (P): 0.70



ii:
The following is a quantum chemistry calculation of one molecule with the formula C3H5PS, from the OMol25 dataset.

Geometry as XYZ:
```
10
C3H5PS (ωB97M-V/def2-TZVPD)
P -0.352 0.121 -1.904
C -0.272 0.305 -0.164
C -0.409 0.841 1.019
C 0.188 -0.548 1.021
S 1.995 -0.715 1.056
H -1.424 0.955 -2.104
H -0.727 -1.210 -1.672
H -0.753 1.644 1.619
H -0.380 -1.419 1.369
H 2.135 0.025 -0.240
```

Calculated values
SMILES string = PC1=C[C@@H]1S
net charge = 0
HOMO = -8.54 eV
frontier orbital gap = 0.3429 Ha

natural (NBO) population analysis, charges in e, atoms 1 to 4: atom 1 (P): 0.35, atom 2 (C): -0.30, atom 3 (C): -0.19, atom 4 (C): -0.38



iii:
The following is a quantum chemistry calculation of a 2-piece molecular cluster, C3H5PS overall, from the OMol25 dataset.

Geometry as XYZ:
```
10
C3H5PS (ωB97M-V/def2-TZVPD)
P 2.109 1.854 0.691
C 2.158 0.448 -0.536
S 2.116 -1.088 -0.143
H 3.043 2.477 -0.056
H 1.043 2.370 -0.023
H 2.126 0.734 -1.597
C -3.419 -2.247 0.468
C -2.872 -1.165 0.352
H -4.154 -3.002 0.457
H -2.151 -0.380 0.387
```

Calculated values
SMILES string = PC=S.C#C
net charge = 0
HOMO = -8.77 eV
frontier orbital gap = 0.3057 Ha

natural (NBO) population analysis, charges in e, atoms 1 to 4: atom 1 (P): 0.32, atom 2 (C): -0.59, atom 3 (S): 0.13, atom 4 (H): -0.03



Which structure is the most stable? The one labeled ii.



i:
The following is a quantum chemistry calculation of an isolated ion of composition C8H15FN and charge +1, from the OMol25 dataset.

Geometry as XYZ:
```
25
C8H15FN (ωB97M-V/def2-TZVPD)
C 0.072 -2.383 -1.741
C 0.510 -1.986 -0.349
C 1.837 -2.531 0.104
F -0.466 -2.250 0.559
C 0.650 -0.199 -0.410
N -0.044 0.657 0.205
C 0.251 2.088 0.155
C -1.036 2.756 0.612
C -1.564 1.761 1.643
C -1.218 0.410 1.027
H -0.832 -1.851 -2.036
H -0.146 -3.454 -1.752
H 0.863 -2.182 -2.462
H 1.766 -3.618 0.124
H 2.088 -2.193 1.107
H 2.628 -2.251 -0.584
H 1.486 0.104 -1.023
H 0.585 2.387 -0.839
H 1.059 2.285 0.867
H -1.732 2.862 -0.221
H -0.857 3.740 1.037
H -1.047 1.890 2.594
H -2.630 1.868 1.818
H -1.019 -0.364 1.769
H -2.021 0.050 0.376
```

Calculated values
SMILES string = CC(C)(F)C=[N+]1CCCC1
net charge = +1
HOMO = -15.29 eV
frontier orbital gap = 0.4124 Ha

natural (NBO) population analysis, charges in e, atoms 1 to 4: atom 1 (C): -0.67, atom 2 (C): 0.43, atom 3 (C): -0.67, atom 4 (F): -0.35



ii:
The following is a quantum chemistry calculation of C8H15FN as an isolated structure, from the OMol25 dataset.

Geometry as XYZ:
```
25
C8H15FN (ωB97M-V/def2-TZVPD)
C 0.282 -3.088 0.127
C 0.644 -1.925 -0.205
C -1.657 -0.014 1.150
C -0.686 2.055 -0.089
C -1.910 0.309 -1.295
C 2.039 -0.053 0.421
C 1.115 -0.756 -0.520
C -1.402 0.856 -0.058
N 2.092 1.400 0.016
F 1.344 -0.434 -1.896
H 1.098 -3.881 0.186
H -1.118 -0.922 1.173
H -1.471 0.477 2.069
H -2.682 -0.200 1.123
H -0.590 -3.288 0.635
H -0.286 2.466 0.833
H -0.894 2.743 -0.921
H -3.027 0.221 -1.065
H -1.549 0.642 -2.189
H -1.772 -0.727 -1.236
H 3.000 -0.655 0.431
H 1.708 -0.109 1.514
H 2.611 1.390 -0.873
H 2.498 1.826 0.828
H 0.617 1.666 -0.156
```

Calculated values
net charge = +1
HOMO = -13.26 eV
frontier orbital gap = 0.3387 Ha

natural (NBO) population analysis, charges in e, atoms 1 to 4: atom 1 (C): -0.38, atom 2 (C): 0.01, atom 3 (C): -0.70, atom 4 (C): -0.74



iii:
The following is a quantum chemistry calculation of a 2-piece molecular cluster, C8H15FN overall, from the OMol25 dataset.

Geometry as XYZ:
```
25
C8H15FN (ωB97M-V/def2-TZVPD)
C 1.691 -1.433 1.047
C 1.471 -0.197 0.640
C 0.375 -2.124 0.933
C -0.678 -1.068 0.526
C 0.319 -0.688 -2.352
C -1.665 2.006 0.664
C 0.020 0.403 -1.340
C -0.301 1.442 0.938
N 0.092 0.154 0.175
F 2.783 1.764 0.482
H 2.575 -1.995 1.337
H 0.432 -2.899 0.166
H 0.136 -2.471 2.003
H -1.371 -1.318 -0.356
H -1.236 -0.857 1.376
H 1.380 -0.721 -2.585
H 0.013 -1.784 -2.006
H -0.081 -0.352 -3.294
H -1.656 2.712 -0.078
H -2.420 1.298 0.355
H -1.981 2.377 1.590
H -0.915 0.920 -1.395
H 0.685 1.258 -1.540
H -0.147 1.267 1.995
H 0.481 2.307 0.718
```

Calculated values
net charge = +1
HOMO = -15.45 eV
frontier orbital gap = 0.3125 Ha

natural (NBO) population analysis, charges in e, atoms 1 to 4: atom 1 (C): -0.27, atom 2 (C): 0.60, atom 3 (C): -0.42, atom 4 (C): -0.21



iv:
The following is a quantum chemistry calculation of C8H15FN as an isolated structure, from the OMol25 dataset.

Geometry as XYZ:
```
25
C8H15FN (ωB97M-V/def2-TZVPD)
C -0.248 -1.435 0.608
C -2.302 0.763 -0.244
C -1.259 -2.116 0.140
C -2.347 -1.518 -0.632
C 2.279 -1.285 0.463
C 0.675 1.119 -1.415
C 0.325 2.244 0.677
C 0.921 -1.000 1.030
N 1.092 1.314 -0.074
F -3.060 0.787 0.818
H -1.167 -3.173 0.146
H -3.296 -1.473 -0.121
H -2.409 -1.679 -1.636
H -2.046 -0.409 -0.602
H 2.629 -2.266 0.861
H 2.288 -1.225 -0.660
H 2.983 -0.593 0.996
H 1.327 0.424 -1.857
H -0.417 0.817 -1.440
H 0.734 2.147 -1.855
H -0.679 1.825 0.739
H 0.612 2.538 1.727
H 0.311 3.293 0.270
H 0.935 -0.582 1.963
H 2.120 1.481 0.097
```

Calculated values
net charge = +1
HOMO (spin up / spin down) = -12.83 / -11.21 eV
frontier orbital gap (spin up / spin down) = 0.2809 / 0.1282 Ha

natural (NBO) population analysis, charges in e, atoms 1 to 4: atom 1 (C): 0.08, atom 2 (C): 0.53, atom 3 (C): -0.32, atom 4 (C): -0.34



Which structure is the most stable? The one labeled i.



i:
The following is a quantum chemistry calculation of one molecule with the formula C4H2O, from the OMol25 dataset.

Geometry as XYZ:
```
7
C4H2O (ωB97M-V/def2-TZVPD)
C 0.629 0.611 -0.151
C 0.809 -0.692 -0.119
C -0.702 0.915 0.208
C -1.636 -1.005 0.085
O -1.808 0.217 -0.080
H 1.322 1.436 -0.239
H 1.384 -1.482 0.295
```

Calculated values
net charge = 0
HOMO (spin up / spin down) = -8.29 / -8.29 eV
frontier orbital gap (spin up / spin down) = 0.2778 / 0.2777 Ha

natural (NBO) population analysis, charges in e, atoms 1 to 4: atom 1 (C): -0.44, atom 2 (C): -0.17, atom 3 (C): 0.22, atom 4 (C): 0.43



ii:
The following is a quantum chemistry calculation of one molecule with the formula C4H2O, from the OMol25 dataset.

Geometry as XYZ:
```
7
C4H2O (ωB97M-V/def2-TZVPD)
O -2.056 0.421 1.971
C -1.209 0.275 1.171
C -0.323 0.114 0.252
C 0.502 -0.737 -0.576
C 1.022 0.413 -0.871
H 0.565 -1.786 -0.780
H 1.499 1.301 -1.167
```

Calculated values
SMILES string = O=C=C1C=C1
net charge = 0
HOMO = -7.94 eV
frontier orbital gap = 0.3069 Ha

natural (NBO) population analysis, charges in e, atoms 1 to 4: atom 1 (O): -0.49, atom 2 (C): 0.63, atom 3 (C): -0.41, atom 4 (C): -0.15



Which structure is the most stable? The one labeled ii.



i:
The following is a quantum chemistry calculation of a 4-piece molecular cluster, C12H32O4 overall, from the OMol25 dataset.

Geometry as XYZ:
```
48
C12H32O4 (ωB97M-V/def2-TZVPD)
C -26.652 15.573 -1.690
C -27.585 14.837 -0.744
C -28.156 13.583 -1.360
O -26.916 14.534 0.489
H -26.416 16.580 -1.344
H -27.069 15.625 -2.695
H -25.695 15.046 -1.754
H -28.399 15.494 -0.435
H -27.456 12.750 -1.421
H -28.637 13.769 -2.322
H -28.970 13.228 -0.718
H -26.508 13.666 0.417
C -30.322 10.713 -1.351
C -30.404 10.296 -2.812
C -30.749 8.802 -2.960
O -31.328 11.104 -3.535
H -30.563 11.779 -1.280
H -29.307 10.666 -0.951
H -31.005 10.198 -0.674
H -29.433 10.455 -3.278
H -31.428 8.467 -2.174
H -29.834 8.212 -2.871
H -31.204 8.608 -3.930
H -32.180 11.052 -3.087
C -27.893 15.095 -5.350
C -27.584 13.609 -5.320
C -28.589 12.790 -6.079
O -26.275 13.426 -5.888
H -27.863 15.469 -6.376
H -27.092 15.605 -4.813
H -28.850 15.362 -4.898
H -27.513 13.267 -4.287
H -28.336 11.732 -5.998
H -28.529 13.072 -7.135
H -29.602 12.951 -5.714
H -26.383 13.220 -6.822
C -27.138 8.636 0.323
C -26.275 9.853 0.644
C -25.761 10.456 -0.659
O -27.030 10.875 1.292
H -27.315 7.953 1.163
H -26.658 7.992 -0.421
H -28.114 8.916 -0.074
H -25.428 9.522 1.251
H -24.806 10.012 -0.945
H -25.702 11.540 -0.706
H -26.434 10.177 -1.481
H -27.302 10.564 2.160
```

Calculated values
SMILES string = CC(C)O.CC(C)O.CC(C)O.CC(C)O
net charge = 0
HOMO = -9.94 eV
frontier orbital gap = 0.3917 Ha

natural (NBO) population analysis, charges in e, atoms 1 to 4: atom 1 (C): -0.63, atom 2 (C): 0.09, atom 3 (C): -0.64, atom 4 (O): -0.72



ii:
The following is a quantum chemistry calculation of a 4-piece molecular cluster, C12H32O4 overall, from the OMol25 dataset.

Geometry as XYZ:
```
48
C12H32O4 (ωB97M-V/def2-TZVPD)
C -2.884 -2.833 -5.035
C -3.701 -2.399 -3.838
C -2.797 -1.990 -2.660
O -4.582 -1.339 -4.212
H -3.529 -3.198 -5.836
H -2.180 -3.632 -4.794
H -2.324 -1.975 -5.417
H -4.363 -3.190 -3.488
H -1.761 -2.293 -2.815
H -3.112 -2.420 -1.711
H -2.802 -0.904 -2.547
H -4.047 -0.542 -4.283
C 4.660 -2.110 3.250
C 4.753 -0.706 2.718
C 4.188 0.293 3.728
O 6.156 -0.455 2.522
H 3.621 -2.344 3.506
H 5.232 -2.215 4.171
H 4.998 -2.848 2.524
H 4.254 -0.618 1.750
H 4.303 1.335 3.431
H 4.728 0.151 4.669
H 3.142 0.072 3.947
H 6.281 0.485 2.361
C -1.260 4.455 -0.012
C -2.280 3.716 0.818
C -3.668 3.839 0.227
O -1.900 2.321 0.903
H -1.270 4.077 -1.034
H -0.260 4.385 0.418
H -1.479 5.529 -0.043
H -2.312 4.060 1.850
H -4.336 3.120 0.705
H -3.676 3.656 -0.850
H -4.079 4.837 0.390
H -2.293 1.863 0.154
C 1.798 -1.792 -0.038
C 0.599 -1.091 0.557
C 0.793 0.403 0.785
O -0.508 -1.366 -0.318
H 1.669 -2.876 -0.068
H 2.699 -1.586 0.538
H 1.960 -1.485 -1.075
H 0.356 -1.580 1.509
H 0.526 0.991 -0.095
H 1.843 0.636 0.973
H 0.168 0.741 1.609
H -1.323 -1.179 0.155
```

Calculated values
SMILES string = CC(C)O.CC(C)O.CC(C)O.CC(C)O
net charge = 0
HOMO = -10.20 eV
frontier orbital gap = 0.3939 Ha

natural (NBO) population analysis, charges in e, atoms 1 to 4: atom 1 (C): -0.63, atom 2 (C): 0.09, atom 3 (C): -0.64, atom 4 (O): -0.71



Which structure is the most stable? The one labeled ii.